Record 1
C21H18ClF3N4OS2 | the ωB97M-V functional and the def2-TZVPD basis

```
50
Properties=species:S:1:pos:R:3:forces:R:3:nbo_charge:R:1
O 5.2652 1.4300 -0.3270 -1.76 0.81 -0.53 -0.592
F 0.6209 3.1126 4.3595 -1.29 0.17 -0.14 -0.331
F -1.2230 2.5879 3.2301 0.46 1.05 0.85 -0.318
F -0.8380 4.7166 3.8963 0.14 -1.59 -0.34 -0.319
Cl -7.9559 -4.8269 -1.3826 0.40 0.19 -0.02 -0.005
N -0.4225 -0.3853 -0.9912 1.79 -0.67 0.84 -0.326
N 0.6606 0.4415 -0.7234 -0.24 0.60 0.25 -0.299
S 2.9485 4.2477 -1.6819 0.21 -0.28 0.00 0.276
S -1.2580 -2.8581 -0.5147 -0.18 -0.39 0.01 0.253
C 4.2904 2.1888 -0.4163 1.91 -1.60 1.04 0.693
C -0.0998 -1.5559 -0.4591 -0.10 1.27 -0.74 0.169
C 1.5490 -0.2037 -0.0258 -0.34 1.10 -0.87 0.324
C -5.4890 -4.3491 -2.4447 0.05 0.81 1.04 -0.236
C -6.0134 -3.2044 -0.3799 -0.19 0.07 -0.03 -0.236
C 1.0520 4.9648 0.1287 0.09 0.25 0.34 -0.198
C 0.3410 4.9106 1.3277 0.06 -1.21 -0.29 -0.192
C 1.3773 2.7490 1.7388 -0.40 0.47 0.00 -0.228
C -4.2517 -3.7184 -2.4656 0.95 0.35 0.04 -0.185
C -4.7743 -2.5733 -0.3832 0.42 -0.06 -0.79 -0.184
C -6.3761 -4.0668 -1.4073 0.34 -0.08 -0.04 -0.008
C 1.9978 3.9941 -0.2130 -0.17 0.56 -0.08 -0.205
C 2.1607 2.8542 0.5804 -0.84 0.24 0.38 0.240
C 0.4909 3.7782 2.1350 0.54 -0.27 -0.66 -0.124
C -3.8691 -2.8040 -1.4500 -0.61 -0.65 -0.25 -0.055
N 3.0646 1.8430 0.2014 0.48 -0.47 -0.82 -0.460
N 1.1710 -1.5142 0.1032 -0.83 -0.73 0.88 -0.384
C 4.5220 3.5517 -1.0662 -0.98 0.13 0.11 -0.618
C -0.2824 3.5567 3.4262 1.12 0.33 -0.73 0.978
C -2.5646 -2.0505 -1.5489 -0.11 0.71 0.27 -0.519
C 2.8133 0.4244 0.5658 0.22 -0.68 -0.56 -0.252
C 2.9480 -3.2602 -0.0959 0.13 -0.14 1.31 -0.611
C 1.9033 -2.5765 0.8137 0.29 -0.61 -0.51 -0.213
H -5.7795 -5.0249 -3.1983 -0.22 -0.67 -0.82 0.227
H -6.7367 -2.9951 0.3983 0.10 -0.02 0.04 0.229
H 0.8773 5.8107 -0.5423 0.26 -0.28 0.22 0.228
H -0.3899 5.6604 1.5559 -0.11 0.30 0.19 0.231
H 1.4029 1.8449 2.3383 0.16 0.14 -0.03 0.226
H -3.5341 -3.9399 -3.2995 -0.79 0.30 0.89 0.223
H -4.5456 -1.8591 0.4165 0.07 -0.33 -0.37 0.227
H 4.9725 4.2393 -0.3498 -0.13 -0.11 0.26 0.246
H 5.2487 3.4971 -1.8914 -0.50 -0.44 0.27 0.270
H -2.1872 -1.8966 -2.5629 -0.08 -0.55 0.04 0.242
H -2.7376 -1.0187 -1.2163 0.30 -0.37 0.39 0.261
H 2.7748 0.2735 1.6475 0.13 0.24 0.06 0.212
H 3.6360 -0.2203 0.2007 0.01 0.86 0.26 0.261
H 3.6699 -2.5374 -0.4638 0.27 0.06 0.16 0.211
H 3.4670 -4.0646 0.5134 -0.54 0.88 -0.97 0.221
H 2.4608 -3.6501 -0.9683 -0.24 -0.58 -0.34 0.219
H 1.2309 -3.3529 1.2087 -0.18 0.50 -0.31 0.223
H 2.4109 -2.1711 1.6833 -0.07 0.37 0.09 0.207
```
Forces are in eV/Å.

Its gap between HOMO and LUMO is 9.02 eV. The net charge is 0. The lowest unoccupied orbital energy comes out at 0.45 eV. The SMILES is CCn1c(CN2C(=O)CSc3ccc(C(F)(F)F)cc32)nnc1SCc1ccc(Cl)cc1.

=====

Record 2
C8H11NSe | the ωB97M-V functional and the def2-TZVPD basis

```
21
Properties=species:S:1:pos:R:3:forces:R:3:nbo_charge:R:1
C -2.6369 1.6651 0.2580 1.66 0.34 -1.15 -0.152
C -1.3833 1.9002 -0.2033 -1.40 1.17 -0.28 -0.249
C -2.2888 -0.8834 0.1848 0.90 3.48 -0.97 0.116
C 4.0367 -1.4116 0.6128 2.51 1.10 -0.74 -0.369
C 2.7992 -1.3278 0.2795 -0.90 -1.40 1.02 -0.212
C -3.2903 0.3559 0.3970 2.40 -2.13 0.44 -0.522
C -0.4015 0.8600 -0.5864 -2.00 -2.99 0.72 -0.261
C 2.1921 -0.3931 -0.6254 0.34 0.86 -3.68 -0.620
N -1.0786 -0.7277 -0.2511 -0.65 0.90 0.21 -0.438
Se 1.2843 1.0331 0.3146 -0.04 0.25 0.60 0.350
H -3.1800 2.5286 0.5939 -0.38 0.27 -0.12 0.208
H -1.1747 2.9946 -0.3830 0.38 -1.34 0.47 0.226
H -2.8315 -1.8398 0.3090 1.07 0.08 -0.03 0.187
H 4.4261 -2.0533 1.3235 0.32 -1.54 1.32 0.191
H 4.8045 -0.8381 0.1483 0.42 0.83 -0.37 0.175
H 2.2401 -2.1040 0.7817 -1.12 0.34 -0.07 0.212
H -3.6489 0.3259 1.3998 -0.61 -0.43 0.93 0.224
H -4.0970 0.0797 -0.2437 -0.85 0.55 -0.69 0.230
H -0.1080 0.7465 -1.6317 -0.64 0.14 0.01 0.225
H 2.9077 0.0277 -1.4874 -1.20 -0.76 2.23 0.227
H 1.4289 -0.9382 -1.1907 -0.21 0.30 0.14 0.253
```
Forces are in eV/Å.

Its gap between HOMO and LUMO is 9.21 eV. The net charge is 0. As for the energy relative to the best compared isomer or geometry (same formula, charge and spin): 42.9 kcal per mole. The lowest unoccupied orbital energy comes out at 0.90 eV. The SMILES is C=CC[Se][C@@H]1C=CCC=N1.

=====

Record 3
C15H24AsBrN4OTi | the ωB97M-V functional and the def2-TZVPD basis

```
47
Properties=species:S:1:pos:R:3:forces:R:3:nbo_charge:R:1
Ti -0.4151 0.0956 -0.2527 0.03 0.14 -0.13 1.701
Br 0.5129 -6.4007 -0.6210 0.01 -0.06 0.00 0.432
C 0.3004 -4.5998 -0.4949 0.01 -0.08 -0.01 0.003
C -0.7726 -4.0515 0.2430 0.02 0.09 0.00 -0.224
C -0.9061 -2.6980 0.3017 -0.05 -0.04 -0.02 0.043
N -0.0449 -1.8312 -0.3291 -0.02 -0.10 0.04 -0.641
C 1.0075 -2.3745 -1.0290 0.00 -0.01 -0.01 0.070
C 1.2021 -3.7192 -1.1296 -0.01 0.06 0.03 -0.239
H -1.4825 -4.6919 0.7505 0.00 -0.01 0.00 0.298
H -1.7259 -2.2613 0.8645 0.00 0.01 0.00 0.226
H 1.6911 -1.6833 -1.5051 -0.01 0.02 0.01 0.231
H 2.0424 -4.1027 -1.6939 0.00 -0.01 0.00 0.298
N 2.1586 2.6498 -1.7944 0.05 0.06 -0.03 -0.710
C 1.4903 1.6172 -2.2427 -0.14 -0.03 0.04 0.810
N 1.5708 1.1754 -3.4730 0.06 0.04 -0.05 -0.712
O 0.6778 0.9731 -1.3936 0.12 -0.04 0.04 -0.754
H 2.7858 3.1784 -2.3924 0.00 -0.01 0.00 0.467
H 2.0473 2.9847 -0.8498 -0.02 -0.02 0.00 0.444
H 2.1591 1.6338 -4.1619 0.00 0.00 0.00 0.467
H 1.0378 0.3825 -3.7976 -0.03 -0.01 0.04 0.448
C 2.4875 -0.3945 1.9602 0.02 -0.03 -0.06 -0.925
As 0.7181 0.3604 2.1436 -0.05 -0.01 -0.05 1.042
C -0.1591 -0.6821 3.5067 -0.02 -0.03 0.02 -0.922
C 0.9507 2.1515 2.8114 -0.01 0.07 -0.06 -0.920
H 2.9954 -0.2730 2.9190 -0.01 0.01 0.01 0.299
H 3.0555 0.1274 1.1917 0.02 0.00 0.01 0.258
H 2.4197 -1.4556 1.7261 0.00 0.00 0.01 0.261
H 0.4674 -0.6158 4.3986 0.00 -0.01 0.01 0.298
H -0.2231 -1.7245 3.1990 0.00 -0.01 0.02 0.261
H -1.1465 -0.2892 3.7380 0.01 0.01 0.00 0.261
H 1.3111 2.0665 3.8382 0.01 -0.01 0.00 0.298
H 0.0145 2.7028 2.7997 -0.01 0.00 0.02 0.262
H 1.6988 2.6700 2.2141 0.01 0.00 0.03 0.262
N -2.3496 0.1212 -1.1306 0.02 0.04 0.02 -0.838
C -2.4797 1.2074 -0.2057 0.08 -0.08 0.07 0.089
C -2.4684 0.8514 1.1596 -0.13 0.03 0.02 -0.327
C -2.6020 1.8651 2.1177 0.03 0.00 0.02 -0.142
C -2.6778 3.1866 1.7148 0.00 0.01 0.00 -0.131
C -2.5952 3.5272 0.3572 0.00 -0.03 0.00 -0.096
C -2.4785 2.5451 -0.6135 0.02 0.04 0.00 -0.232
H -2.4442 0.3996 -2.1085 0.00 -0.03 -0.01 0.449
H -3.0000 -0.6479 -0.9576 -0.01 0.00 -0.01 0.456
H -2.6113 -0.1885 1.4557 0.01 0.00 0.01 0.263
H -2.7075 1.6115 3.1655 0.00 -0.01 -0.01 0.272
H -2.8261 3.9666 2.4521 0.00 0.00 -0.01 0.287
H -2.6654 4.5662 0.0582 0.00 0.00 0.00 0.286
H -2.4750 2.8052 -1.6666 -0.01 0.00 0.00 0.271
```
Forces are in eV/Å.

Its gap between HOMO and LUMO is 6.36 eV. The net charge is +4. As for the energy relative to the best compared isomer or geometry (same formula, charge and spin): 0.9 kcal per mole. The lowest unoccupied orbital energy comes out at -14.89 eV.

=====

Record 4
C23H72N18O11 | the ωB97M-V functional and the def2-TZVPD basis

```
124
Properties=species:S:1:pos:R:3:forces:R:3:lowdin_charge:R:1
C -0.1702 -2.1807 -2.6923 -1.64 1.18 -1.04 -0.553
O 0.1607 -2.1134 -3.8955 -0.47 0.21 1.41 -0.036
N 0.5001 -2.9495 -1.8254 -0.15 -0.41 -0.48 0.202
N -1.3159 -1.4476 -2.1284 1.54 -1.40 -0.32 0.175
H 0.4854 -2.8392 -0.8364 -0.50 0.47 0.88 0.028
H 1.3789 -3.3025 -2.1232 0.49 -0.34 -0.73 0.093
H -1.7672 -0.6956 -2.6600 0.37 -0.76 -0.16 0.049
H -1.9980 -2.0692 -1.6911 0.28 0.19 0.05 0.062
C -1.1410 3.1029 0.6774 -1.10 3.67 -1.35 -0.535
O -0.8435 2.0060 0.1855 -0.02 1.85 0.67 -0.009
N -0.6778 4.3648 0.2093 1.14 -2.85 -1.30 0.144
N -2.2065 3.4043 1.5521 1.22 -0.22 -0.27 0.154
H 0.1013 4.4259 -0.4789 -0.57 -0.25 1.06 0.070
H -1.0087 5.2451 0.5440 -0.28 -0.14 0.45 0.086
H -2.6464 2.6471 2.0023 -0.54 -1.33 0.19 0.028
H -1.9803 4.1328 2.2148 0.12 0.15 -0.22 0.095
C 0.9740 2.9224 3.0575 -0.15 -0.48 -0.99 -0.625
O 0.5869 4.0357 2.7320 -0.09 0.07 0.93 0.009
N 0.0968 1.8687 3.3411 0.58 0.16 -0.12 0.161
N 2.3136 2.6234 3.0225 -0.79 -0.38 0.18 0.175
H 0.3124 0.9809 2.8693 -0.22 0.53 0.42 0.086
H -0.8789 2.1572 3.2569 0.67 -0.26 -0.19 0.056
H 2.9023 3.4183 2.9255 0.46 0.29 -0.12 0.078
H 2.6986 1.7779 3.3958 -0.08 -0.08 0.18 0.094
C 3.9352 -0.5310 -4.0420 -0.73 0.89 -0.61 -0.625
O 5.0444 -0.4098 -3.5363 0.46 -0.19 0.33 -0.016
N 2.9595 -1.3645 -3.5709 0.10 0.94 -1.82 0.186
N 3.5735 0.2246 -5.1685 0.13 -0.40 0.40 0.140
H 2.0636 -1.3734 -4.0439 0.04 -0.14 0.14 0.065
H 2.9604 -1.5664 -2.6036 0.38 -0.44 1.06 0.023
H 4.2308 0.9212 -5.5237 -0.31 -0.60 0.55 0.100
H 2.5927 0.4692 -5.2367 0.03 0.08 -0.17 0.046
C 4.5929 -2.1954 -0.4153 -0.07 0.62 -1.25 -0.639
O 3.4725 -2.1060 -0.9312 0.09 0.23 0.27 -0.028
N 4.6978 -2.6682 0.8573 -0.32 -0.68 0.14 0.160
N 5.7439 -1.8227 -1.0366 -0.26 -0.66 1.35 0.195
H 5.6000 -3.0288 1.1272 -0.17 -0.14 0.24 0.099
H 3.8857 -3.2650 1.0335 0.61 0.28 0.44 0.112
H 6.5819 -2.0091 -0.5185 0.29 0.28 -0.28 0.101
H 5.7615 -1.2898 -1.8865 -0.37 0.15 -0.67 0.064
C 1.8170 -3.0847 3.7683 0.65 0.20 -0.10 -0.651
O 2.2754 -3.2942 4.8981 -0.65 0.35 -1.40 -0.002
N 1.0903 -3.9995 3.0414 0.13 0.33 0.66 0.155
N 1.9957 -1.9227 3.0342 0.21 -0.07 0.92 0.142
H 1.2241 -4.9379 3.3214 -0.14 -0.81 0.17 0.090
H 0.8529 -3.7859 2.0918 -0.11 0.02 -0.24 0.060
H 1.7666 -1.9437 2.0322 0.26 0.19 0.71 0.043
H 2.6473 -1.2704 3.4500 -0.17 -0.15 -0.37 0.095
C 0.2717 -0.9689 0.5593 -0.03 -0.79 0.18 -0.676
O 0.5086 -2.1853 0.7467 0.52 -0.34 0.20 -0.109
N 1.1919 -0.1601 0.0023 1.06 -1.86 0.12 0.233
N -0.8829 -0.4727 0.9534 -0.80 1.10 0.13 0.202
H 2.0556 -0.6704 -0.2556 -0.66 0.79 -0.10 0.093
H 1.0186 0.7967 -0.1720 -0.14 0.90 -0.23 0.060
H -1.5425 -1.0348 1.4616 0.12 -0.14 -0.21 0.097
H -1.1342 0.4508 0.5901 -0.19 -0.19 0.62 0.038
C 3.3740 5.2210 0.8333 0.69 0.12 -0.07 -0.053
C 3.2995 4.6720 -0.5790 -0.47 0.72 -0.11 -0.399
C 3.4317 3.1792 -0.7362 -1.99 -0.76 -0.67 -0.269
O 4.6840 2.7995 -0.3951 2.38 -0.78 0.07 -0.177
C 4.9753 1.4022 -0.5382 -0.60 0.52 2.99 -0.067
N 2.0278 5.1536 -1.1686 0.44 -0.80 1.35 0.035
H 2.5553 4.9668 1.4774 -0.35 -0.94 0.33 0.046
H 3.2568 6.2810 0.8157 0.04 1.17 -0.46 0.063
H 4.3679 5.1073 1.2725 -0.20 -0.53 0.14 0.090
H 4.1441 5.0979 -1.1357 0.11 -0.08 0.03 0.139
H 3.1927 2.9156 -1.7924 0.14 0.14 0.14 0.132
H 2.7222 2.5703 -0.1402 -0.31 0.57 0.10 0.118
H 5.9610 1.2821 -0.0700 -0.13 -0.06 -0.47 0.092
H 4.9501 1.0293 -1.5303 -0.14 -0.18 -1.09 0.051
H 4.2700 0.8286 0.1526 0.53 0.41 -1.01 0.100
H 1.9212 4.8258 -2.1072 -0.03 0.55 -0.66 0.066
H 1.9836 6.1488 -0.9909 -0.26 -0.06 -0.79 0.080
C -2.4524 -3.9977 2.7460 0.35 -0.17 -0.03 -0.062
C -3.2347 -3.9537 1.4119 -0.17 0.87 1.33 -0.452
C -2.3726 -3.9794 0.1847 0.15 -0.66 -0.03 -0.209
O -3.2133 -3.7524 -0.9442 0.38 0.38 -1.15 -0.225
C -3.0752 -4.6978 -2.0289 -0.89 0.25 0.22 -0.082
N -4.2247 -5.0121 1.3209 0.47 -0.08 0.04 0.056
H -1.8162 -3.0862 2.8741 -0.16 -0.95 -0.28 0.074
H -1.9091 -4.9360 2.9736 0.14 0.55 -0.63 0.082
H -3.1523 -3.9540 3.5669 -0.58 0.20 0.25 0.058
H -3.6701 -2.9155 1.4946 -0.11 -0.63 -0.55 0.126
H -1.9479 -4.9836 0.0448 0.25 0.21 0.41 0.134
H -1.5754 -3.2307 0.3100 -0.14 -0.14 -0.46 0.093
H -3.7773 -5.5073 -1.8331 -0.17 -0.16 -0.18 0.079
H -2.1064 -5.1557 -2.1016 0.76 0.11 0.16 0.075
H -3.3106 -4.2515 -3.0178 0.07 0.13 0.83 0.096
H -4.7712 -4.9257 0.4737 -0.15 0.06 0.24 0.068
H -4.7947 -5.1001 2.1492 -0.17 0.13 -0.15 0.071
C -0.1619 1.7400 -3.1336 1.36 -0.66 -1.38 -0.043
C -0.5822 0.8612 -4.3166 -0.77 0.45 -0.24 -0.424
C -2.1022 1.0041 -4.6266 1.66 -1.82 1.33 -0.172
O -2.7983 0.6664 -3.4398 -0.87 0.27 0.21 -0.242
C -4.2262 0.6006 -3.5325 0.01 -0.01 1.94 -0.077
N 0.2504 1.1110 -5.5098 -0.22 0.02 -0.53 0.041
H 0.8579 1.3723 -2.9500 0.18 0.67 0.03 0.071
H -0.6687 1.4611 -2.2432 -0.92 0.30 0.68 0.035
H -0.1579 2.8159 -3.3865 -0.14 -0.42 0.38 0.089
H -0.3890 -0.1655 -4.0411 0.01 -0.08 -0.14 0.074
H -2.3711 0.2775 -5.3731 -0.19 0.04 -0.87 0.126
H -2.2039 2.0131 -4.8786 -0.94 1.70 -0.77 0.105
H -4.6283 1.3018 -4.2445 -0.05 0.30 -0.41 0.076
H -4.6264 0.8891 -2.5005 0.51 -0.36 -1.36 0.100
H -4.6036 -0.4154 -3.7415 0.36 0.26 -0.15 0.089
H 0.1378 0.3436 -6.1805 0.03 0.22 0.40 0.085
H -0.0182 1.9545 -6.0387 0.09 -0.36 0.60 0.081
C -2.2024 0.1907 4.8031 0.54 -0.98 0.17 -0.068
C -3.1959 1.1863 4.3399 -1.43 1.02 1.23 -0.453
C -4.1573 0.7716 3.2427 0.55 0.75 -2.24 -0.144
O -3.4130 0.7221 1.9710 -0.01 -0.20 1.32 -0.251
C -4.0481 0.2654 0.7822 0.69 0.13 0.35 -0.084
N -4.0838 1.5571 5.4639 -0.47 0.25 0.00 0.023
H -2.6912 -0.7682 5.0749 0.17 0.50 -0.14 0.098
H -1.7236 0.5957 5.7025 0.17 -0.25 -0.25 0.089
H -1.4503 -0.0131 4.0515 0.26 -0.20 -0.05 0.048
H -2.7547 2.1687 4.1117 0.26 -0.45 -0.52 0.124
H -4.9374 1.5312 3.1736 0.02 0.25 -0.11 0.124
H -4.6960 -0.1509 3.3860 0.18 -0.78 0.41 0.122
H -4.8512 0.9301 0.5116 -0.53 0.22 -0.21 0.084
H -4.3972 -0.7653 0.8553 -0.13 -0.07 0.14 0.078
H -3.2645 0.3070 0.0112 -0.36 0.00 0.13 0.079
H -4.6847 0.7720 5.6551 -0.20 -0.17 0.40 0.065
H -3.5989 1.8099 6.3261 0.03 -0.25 -0.49 0.080
```
Forces are in eV/Å.

Its gap between HOMO and LUMO is 9.67 eV. The net charge is 0. As for the energy relative to the best compared isomer or geometry (same formula, charge and spin): 14.9 kcal per mole. The lowest unoccupied orbital energy comes out at 0.58 eV. The SMILES is COC[C@H](C)N.COC[C@H](C)N.COC[C@H](C)N.COC[C@H](C)N.NC(N)=O.NC(N)=O.NC(N)=O.NC(N)=O.NC(N)=O.NC(N)=O.NC(N)=O.